Entry from OMol25: a molecular structure, C34H49N4O2PPtS3 in a non-equilibrium geometry (ωB97M-V/def2-TZVPD).

```
! wB97M-V def2-TZVPD RIJCOSX def2/J DEFGRID3
* xyz 1 2
Pt -0.0512 -1.3714 0.3870
S -0.8564 -1.8313 3.6632
C -0.4997 -1.4096 2.2490
C 4.4780 -3.2213 0.8391
C 2.9507 -3.1744 0.7575
C 2.4007 -3.3670 2.1759
C 2.4375 -4.3163 -0.1210
P 2.2524 -1.5534 0.1360
C 3.1392 -0.3019 1.1299
C 4.4777 0.0070 0.8761
C 5.1462 0.9607 1.6252
C 4.4859 1.6239 2.6512
C 3.1610 1.3235 2.9190
C 2.4947 0.3714 2.1614
C 2.6850 -1.2577 -1.6675
C 2.7067 0.2538 -1.9252
C 1.5512 -1.8701 -2.5088
C 4.0061 -1.8677 -2.1443
H 4.7652 -4.1854 1.2652
H 4.8716 -2.4475 1.4957
H 4.9612 -3.1375 -0.1330
H 2.7237 -4.3444 2.5388
H 1.3118 -3.3310 2.1959
H 2.7814 -2.6099 2.8636
H 2.6454 -5.2678 0.3726
H 2.9144 -4.3442 -1.0996
H 1.3600 -4.2383 -0.2748
H 5.0176 -0.4981 0.0878
H 6.1820 1.1828 1.4081
H 5.0041 2.3722 3.2352
H 2.6349 1.8415 3.7099
H 1.4536 0.1651 2.3641
H 1.8351 0.7587 -1.5131
H 2.7175 0.4038 -3.0073
H 3.5970 0.7239 -1.5095
H 0.5674 -1.4780 -2.2298
H 1.5230 -2.9583 -2.4280
H 1.7239 -1.6171 -3.5564
H 4.8754 -1.4879 -1.6115
H 4.1330 -1.5968 -3.1950
H 4.0166 -2.9545 -2.0882
O 0.2848 1.3582 -0.0237
S -0.6618 2.2255 0.7425
C 0.3282 3.4905 1.5033
C 0.0273 3.8843 2.7947
C 0.8282 4.8390 3.4130
C 1.9156 5.3671 2.7374
C 2.2141 4.9503 1.4430
C 1.4207 4.0073 0.8174
C -1.5369 3.2023 -0.4684
C -1.4325 2.8269 -1.7967
C -2.1434 3.5475 -2.7511
C -2.9425 4.6127 -2.3725
C -3.0458 4.9678 -1.0310
C -2.3452 4.2601 -0.0703
H -0.8148 3.4480 3.3163
H 0.6048 5.1603 4.4208
H 2.5398 6.1066 3.2203
H 3.0693 5.3645 0.9262
H 1.6446 3.6555 -0.1805
H -0.8043 1.9900 -2.0648
H -2.0668 3.2734 -3.7950
H -3.4844 5.1744 -3.1202
H -3.6707 5.7994 -0.7363
H -2.4192 4.5356 0.9740
C -5.3301 1.9539 -1.4907
C -6.0964 0.9279 -0.6596
C -6.0688 1.2874 0.8224
C -5.5915 -0.5005 -0.9005
N -4.1334 -0.5687 -0.9963
C -3.3311 -0.6090 -2.0680
N -2.0874 -0.5529 -1.6691
N -2.1650 -0.4758 -0.3228
N -3.3755 -0.4922 0.0866
H -5.8210 2.9246 -1.4341
H -5.2772 1.6773 -2.5459
H -4.3080 2.0853 -1.1245
H -7.1358 0.9251 -1.0016
H -5.0622 1.1789 1.2289
H -6.7362 0.6482 1.4008
H -6.3818 2.3205 0.9734
H -5.9772 -0.9116 -1.8336
H -5.8719 -1.1734 -0.0909
H -3.6782 -0.6867 -3.0818
C -1.0321 -4.9167 -1.8514
S -1.3338 -3.7880 -0.4987
C -1.3825 -4.9718 0.8309
O -2.7441 -3.3215 -0.6850
H -1.9172 -5.5463 -1.9404
H -0.1423 -5.5171 -1.6745
H -0.9055 -4.3171 -2.7501
H -0.4116 -5.4512 0.9422
H -2.1585 -5.6999 0.6012
H -1.6341 -4.4258 1.7398
*
```

The value obtained for the HOMO energy (alpha / beta) is -0.361 / -0.380 Eh. The value obtained for the calculated total energy is -3349.41044 hartree. The value obtained for the orbital gap (alpha / beta) is 7.15 / 7.25 eV. The calculation puts the maximum force at 1.04 eV/A. The energy above the lowest of the compared OMol25 structures with the same formula, charge and spin comes out at 0.0 kcal/mol.

***

Entry from OMol25: a molecular structure, C34H50BaN9O2P2 in a non-equilibrium geometry (ωB97M-V/def2-TZVPD).

```
! wB97M-V def2-TZVPD RIJCOSX def2/J DEFGRID3
* xyz 1 1
Ba 0.2116 0.4927 -0.3613
O -6.6622 -0.1195 -1.4830
C -6.1942 0.1407 -0.3603
O -6.4764 -0.2467 0.8019
C -4.8435 0.8831 -0.4172
C -4.1648 1.1769 0.7525
C -2.8019 1.3851 0.7119
N -2.1428 1.4824 -0.4571
C -2.8413 1.4028 -1.5982
C -4.1718 1.0293 -1.6180
C -2.0843 1.6910 -2.8563
C -2.7535 2.0555 -4.0156
C -2.0262 2.3131 -5.1642
C -0.6453 2.2124 -5.1244
C -0.0563 1.8642 -3.9247
N -0.7465 1.6035 -2.8088
C -1.9681 1.5362 1.9517
C -2.5004 1.4062 3.2301
C -1.6863 1.6253 4.3313
C -0.3581 1.9842 4.1399
C 0.0969 2.0706 2.8383
N -0.6666 1.8292 1.7636
H -4.7318 1.1591 1.6737
H -4.7086 0.7904 -2.5308
H -3.8315 2.1505 -4.0103
H -2.5320 2.5989 -6.0771
H -0.0373 2.4122 -5.9967
H 1.0230 1.7896 -3.8417
H -3.5434 1.1432 3.3676
H -2.0905 1.5235 5.3312
H 0.3020 2.1972 4.9721
H 1.1279 2.3479 2.6368
C 3.5969 -0.5804 3.7739
N 3.4073 0.7210 3.1437
C 4.2923 1.7989 3.6077
C 3.9610 2.9419 2.6576
N 3.4642 2.2109 1.5030
C 2.9815 2.8916 0.3193
C 3.0248 0.9624 1.8463
N 2.3316 0.2785 0.9940
C 1.9718 -1.1258 1.2178
C 0.7150 -1.3213 2.0980
N -0.5030 -1.3358 1.2725
C -1.6612 -1.6575 1.8083
N -2.7550 -1.8490 1.0291
C -2.6901 -2.0653 -0.4009
C -3.9624 -2.1845 1.7840
C -3.4344 -2.2586 3.2174
N -2.0492 -1.7685 3.1192
C -1.2129 -1.9969 4.2895
H 3.7155 -0.4133 4.8421
H 4.4930 -1.0923 3.4084
H 2.7359 -1.2282 3.6433
H 5.3399 1.4990 3.5291
H 4.0795 2.0380 4.6467
H 4.8268 3.5437 2.3933
H 3.1971 3.6051 3.0755
H 3.6589 3.7069 0.0791
H 1.9773 3.3134 0.4588
H 2.9634 2.1972 -0.5216
H 2.8024 -1.6935 1.6255
H 1.7653 -1.5729 0.2275
H 0.6940 -0.5105 2.8332
H 0.8203 -2.2619 2.6455
H -1.6536 -2.2452 -0.6819
H -3.0764 -1.2144 -0.9661
H -3.2922 -2.9368 -0.6642
H -4.3604 -3.1399 1.4424
H -4.7467 -1.4402 1.6460
H -3.4427 -3.2770 3.6071
H -4.0023 -1.6327 3.9026
H -1.8460 -1.8783 5.1680
H -0.4107 -1.2709 4.3724
H -0.7954 -3.0071 4.3158
C 4.6811 -0.4237 -1.7111
P 3.1515 0.1123 -2.5780
C 3.8781 1.1454 -3.9317
C 2.8340 -1.4701 -3.4869
C 1.4467 -1.5423 -4.1439
P 0.1276 -1.6967 -2.8670
C -1.3641 -1.8273 -3.9230
C 0.3603 -3.4711 -2.4233
H 5.3894 -0.8737 -2.4081
H 4.4267 -1.1513 -0.9350
H 5.1559 0.4331 -1.2256
H 4.0625 0.5476 -4.8262
H 4.8285 1.5625 -3.5936
H 3.2291 1.9796 -4.2012
H 2.9346 -2.2789 -2.7564
H 3.6279 -1.6087 -4.2198
H 1.3772 -2.4078 -4.8050
H 1.2520 -0.6531 -4.7512
H -1.2546 -2.6281 -4.6569
H -1.5309 -0.8803 -4.4468
H -2.2448 -2.0308 -3.3080
H 0.3896 -4.0982 -3.3174
H -0.4618 -3.8064 -1.7873
H 1.2861 -3.6121 -1.8624
*
```

The value obtained for the HOMO energy is -0.363 Eh. The value obtained for the calculated total energy is -2677.00781 hartree. The value obtained for the orbital gap is 7.26 eV. The calculation puts the maximum force at 2.28 eV/A. The energy above the lowest of the compared OMol25 structures with the same formula, charge and spin comes out at 24.3 kcal/mol.

***

Entry from OMol25: a molecular structure, C34H51CaN2O3SeSi in a non-equilibrium geometry (ωB97M-V/def2-TZVPD).

```
! wB97M-V def2-TZVPD RIJCOSX def2/J DEFGRID3
* xyz -1 1
Ca -0.2470 0.6948 1.6589
C 2.0714 4.1334 1.5214
C 0.6775 3.6863 1.1641
C 0.3376 3.2926 -0.1334
C 1.3267 3.3446 -1.2715
C -0.9657 2.8338 -0.4036
C -1.3460 2.5178 -1.8287
C -1.8917 2.7092 0.6384
C -3.2498 2.0913 0.3910
C -1.5742 3.1848 1.9252
C -2.6717 3.2199 2.9692
C -0.2840 3.6533 2.1907
C 0.1505 4.0676 3.5740
H 2.0574 5.0576 2.0990
H 2.6926 4.3056 0.6493
H 2.5406 3.3607 2.1371
H 1.1918 4.2575 -1.8599
H 1.1947 2.4957 -1.9402
H 2.3554 3.3117 -0.9276
H -0.8784 1.5874 -2.1678
H -0.9956 3.3084 -2.4929
H -2.4211 2.4298 -1.9605
H -3.9971 2.8469 0.1285
H -3.6021 1.5556 1.2719
H -3.1968 1.3644 -0.4137
H -3.6273 3.4565 2.5039
H -2.4848 3.9839 3.7194
H -2.7763 2.2584 3.4775
H 0.5121 5.0978 3.5841
H 0.9682 3.4170 3.8912
H -0.6437 3.9870 4.3088
C 1.9694 -1.9812 1.6902
C 2.2928 -0.5264 1.3475
C 3.6516 -0.3995 0.6784
O 1.2696 0.0254 0.5002
C 2.2795 0.2782 2.6876
O 3.1131 -0.0109 3.5392
O 1.3691 1.1702 2.7817
H 2.0785 -2.6143 0.8087
H 0.9402 -2.0517 2.0546
H 2.6413 -2.3239 2.4751
H 3.7017 -1.0554 -0.1920
H 4.4346 -0.6645 1.3865
H 3.8042 0.6292 0.3460
H 1.3876 -0.2728 -0.4352
C -0.7393 0.9225 5.4239
C -1.7219 0.1083 4.6287
C -2.8523 -0.4279 5.2162
C -3.7552 -1.1184 4.3969
C -3.4881 -1.2999 3.0670
C -2.2741 -0.7889 2.5145
N -1.4590 -0.0444 3.3234
N -1.8485 -0.9268 1.2606
Si -2.3111 -2.0684 0.0652
C -0.7552 -2.8932 -0.6071
C -3.4643 -3.4852 0.6103
C -3.1759 -1.2049 -1.3810
H -0.7309 0.6087 6.4675
H -1.0201 1.9778 5.3896
H 0.2581 0.8273 4.9971
H -3.0422 -0.2985 6.2729
H -4.6710 -1.5109 4.8251
H -4.1781 -1.8136 2.4136
H -0.1792 -3.3730 0.1853
H -0.1179 -2.1539 -1.1023
H -1.0085 -3.6561 -1.3494
H -3.2284 -3.8298 1.6203
H -3.3602 -4.3382 -0.0633
H -4.5133 -3.1764 0.5954
H -2.4801 -0.5231 -1.8802
H -4.0497 -0.6319 -1.0594
H -3.5118 -1.9318 -2.1258
C 3.1569 -4.5458 -6.6641
C 2.7093 -3.4403 -5.7411
C 3.6211 -2.6620 -5.0460
C 3.2173 -1.6528 -4.1757
C 4.2476 -0.8178 -3.4737
C 1.8443 -1.4303 -3.9741
Se 1.2468 -0.0876 -2.7622
C 0.9050 -2.2011 -4.6843
C -0.5692 -1.9811 -4.5069
C 1.3569 -3.1849 -5.5557
H 4.2273 -4.4875 -6.8632
H 2.6268 -4.4986 -7.6178
H 2.9469 -5.5245 -6.2238
H 4.6847 -2.8424 -5.1803
H 5.2572 -1.0491 -3.8210
H 4.1988 -0.9786 -2.3959
H 4.0431 0.2411 -3.6376
H -0.8187 -0.9312 -4.6664
H -0.8643 -2.2139 -3.4811
H -1.1449 -2.6009 -5.1982
H 0.6289 -3.7743 -6.1081
*
```

The value obtained for the HOMO energy is -0.145 Eh. The value obtained for the calculated total energy is -5030.25103 hartree. The value obtained for the orbital gap is 6.47 eV. The calculation puts the maximum force at 3.86 eV/A. The energy above the lowest of the compared OMol25 structures with the same formula, charge and spin comes out at 33.9 kcal/mol.